# 1
Computed, not measured: a single C11H13ClO molecule at a distorted geometry, with ωB97M-V/def2-TZVPD.

CARTESIAN COORDINATES (ANGSTROEM)
C1 -0.7647 1.1652 1.6068
C2 -1.6326 0.4706 0.8051
C3 -2.8720 0.8218 0.2941
C4 -3.6836 -0.0484 -0.3711
C5 -3.2187 -1.4235 -0.3912
C6 -1.9751 -1.8224 -0.0917
C7 -1.0795 -0.7403 0.3402
C8 0.2986 -0.8059 0.4186
Cl1 0.9353 -2.5361 0.3358
C9 1.3937 0.1179 -0.0988
C10 2.0188 -0.4221 -1.4097
C11 2.5858 0.1254 0.9324
O1 0.8951 1.4003 -0.3859
H1 -1.0870 2.2006 1.9857
H2 0.0902 0.6540 2.0486
H3 -3.2241 1.7964 0.3836
H4 -4.6391 0.2660 -0.6806
H5 -3.9666 -2.0089 -0.8919
H6 -1.7422 -2.8204 -0.3063
H7 2.6160 -1.2579 -1.2857
H8 2.5934 0.4110 -1.7682
H9 1.2466 -0.5375 -2.2583
H10 2.3272 0.9237 1.7274
H11 2.5782 -0.7406 1.5544
H12 3.5825 0.1059 0.3696
H13 1.0632 1.4491 -1.3486

SMILES string: C=c1cccc/c1=C(\Cl)C(C)(C)O
Orbital gap in Eh: 0.2637
Energy above the lowest of the compared OMol25 structures with the same formula, charge and spin in kJ/mol: 375.0
Energy in eV: -26184.13467
Highest occupied orbital energy in Ha: -0.2773



# 2
Computed, not measured: a single C4H10N2O molecule at a distorted geometry, with ωB97M-V/def2-TZVPD.

CARTESIAN COORDINATES (ANGSTROEM)
C1 -1.2828 -1.6031 1.6495
C2 -0.2983 -1.5508 0.4188
N1 -0.2019 -0.0654 0.0057
C3 1.0906 0.3346 -0.4302
C4 0.7996 1.3931 -1.5905
N2 0.2561 2.4793 -0.8768
O1 0.8612 1.2422 -2.8154
H1 -0.7165 -0.9845 2.3267
H2 -1.4136 -2.5928 2.1253
H3 -2.2483 -1.1362 1.4063
H4 -0.6048 -2.1451 -0.4646
H5 0.7893 -1.9480 0.7422
H6 -0.8962 0.5493 -0.5879
H7 1.5882 -0.4358 -0.9060
H8 1.7469 0.6760 0.2660
H9 0.4944 2.4797 0.0703
H10 0.0361 3.3077 -1.3392

SMILES string: CCNCC(N)=O
Orbital gap in Eh: 0.3516
Energy above the lowest of the compared OMol25 structures with the same formula, charge and spin in kJ/mol: 244.9
Energy in eV: -9336.44884
Highest occupied orbital energy in Ha: -0.3173



# 3
Computed, not measured: a single C4H5NO2 molecule, with ωB97M-V/def2-TZVPD.

CARTESIAN COORDINATES (ANGSTROEM)
O1 -1.7696 0.8895 1.4249
C1 -1.8599 0.9061 0.2242
C2 -0.7006 0.5531 -0.7134
O2 -0.8801 0.4872 -1.9101
N1 0.5011 0.4169 -0.0593
C3 1.5376 -0.5003 -0.4516
C4 0.7828 -0.6922 0.8243
H1 -2.7939 1.1638 -0.3097
H2 2.5443 -0.0921 -0.4152
H3 1.3291 -1.1648 -1.2875
H4 0.0539 -1.4998 0.8455
H5 1.2188 -0.4413 1.7861

SMILES string: O=CC(=O)N1CC1
Orbital gap in Eh: 0.3565
Energy above the lowest of the compared OMol25 structures with the same formula, charge and spin in kJ/mol: 185.9
Energy in eV: -9812.38857
Highest occupied orbital energy in Ha: -0.3664



# 4
Computed, not measured: a single C2H3OPS molecule at a distorted geometry, with ωB97M-V/def2-TZVPD.

CARTESIAN COORDINATES (ANGSTROEM)
P1 3.4386 -0.5482 -0.0744
C1 2.0356 0.0538 0.1579
C2 0.6203 0.2941 0.3988
O1 -0.1573 -0.8150 0.7540
S1 -1.5994 -0.9649 -0.0458
H1 0.6374 0.9917 1.2736
H2 0.3981 0.9262 -0.5492
H3 -1.1389 -1.6250 -1.3417

SMILES string: P#CCOS
Orbital gap in Eh: 0.3507
Energy above the lowest of the compared OMol25 structures with the same formula, charge and spin in kJ/mol: 274.1
Energy in eV: -24290.49505
Highest occupied orbital energy in Ha: -0.3468



# 5
Computed, not measured: a molecular structure, C5H6O4Tl at a distorted geometry, with ωB97M-V/def2-TZVPD.

CARTESIAN COORDINATES (ANGSTROEM)
O1 -1.3718 -1.5492 -0.7124
O2 -0.3245 0.4895 -0.8608
C1 0.7770 1.1345 -1.2472
C2 0.8074 2.4403 -1.5507
C3 -0.2072 -0.9669 -0.5254
H1 1.6812 0.5165 -1.3380
H2 0.5943 -1.3253 -1.2172
H3 1.7418 2.8909 -1.8811
H4 -0.1036 3.0417 -1.5677
Tl1 -3.2188 -1.6171 1.1553
O3 -0.6467 0.6369 2.3312
O4 -1.4164 -1.4048 2.4210
C4 -0.5399 -0.5708 2.0255
C5 0.3735 -1.0598 0.9101
H5 0.5286 -2.1389 1.0676
H6 1.3250 -0.5178 0.9898

Orbital gap in Eh: 0.2658
Energy above the lowest of the compared OMol25 structures with the same formula, charge and spin in kJ/mol: 0.0
Energy in eV: -18166.61871
Highest occupied orbital energy in Ha: -0.1633
Total charge: -1



# 6
Computed, not measured: 2 unconnected molecules or ions with the total composition C12H16N2 at a distorted geometry, with ωB97M-V/def2-TZVPD.

CARTESIAN COORDINATES (ANGSTROEM)
C1 -0.4664 2.9749 -1.8255
C2 -0.1370 2.2355 -0.5147
C3 -1.1240 2.3999 0.5948
C4 -2.4739 2.5623 0.5467
N1 -2.9131 2.5569 1.8397
C5 -1.8146 2.3216 2.6175
N2 -0.7324 2.2510 1.9061
H1 0.1560 3.8681 -1.9549
H2 -1.4952 3.3310 -1.8521
H3 -0.3527 2.3361 -2.7039
H4 -0.2186 1.1838 -0.7340
H5 0.8610 2.5126 -0.2157
H6 -3.0485 2.7555 -0.3454
H7 -3.8483 2.3686 2.1698
H8 -1.9374 2.2790 3.6879
C6 1.9192 -2.5514 1.9300
C7 1.5439 -2.4981 0.4722
C8 1.0720 -1.3412 -0.1374
C9 0.6226 -1.3087 -1.4539
C10 0.6647 -2.4755 -2.2023
C11 1.1031 -3.6611 -1.6165
C12 1.5772 -3.6539 -0.3076
H9 1.1459 -2.2805 2.6437
H10 2.8681 -2.0623 2.0958
H11 2.1194 -3.5971 2.1758
H12 1.0130 -0.4324 0.4527
H13 0.3688 -0.3661 -1.9198
H14 0.3189 -2.5689 -3.2216
H15 1.1897 -4.5686 -2.2036
H16 2.0185 -4.5710 0.0763

SMILES string: CCc1c[nH]cn1.Cc1ccccc1
Orbital gap in Eh: 0.3473
Energy above the lowest of the compared OMol25 structures with the same formula, charge and spin in kJ/mol: 58.2
Energy in eV: -15683.49494
Highest occupied orbital energy in Ha: -0.3160



# 7
Computed, not measured: a single C2H4ClF molecule, with ωB97M-V/def2-TZVPD.

CARTESIAN COORDINATES (ANGSTROEM)
F1 -0.5841 -1.6529 -0.1351
C1 -0.5714 -0.3820 0.3733
C2 0.4076 0.4934 -0.3880
Cl1 2.0963 0.1387 0.0764
H1 -1.5897 0.0089 0.2634
H2 -0.3071 -0.4615 1.4321
H3 0.3226 0.3126 -1.4593
H4 0.2257 1.5429 -0.1628

SMILES string: FCCCl
Orbital gap in Eh: 0.4406
Energy above the lowest of the compared OMol25 structures with the same formula, charge and spin in kJ/mol: 22.8
Energy in eV: -17378.68412
Highest occupied orbital energy in Ha: -0.4035



# 8
Computed, not measured: a single C4H8N2 molecule at a distorted geometry, with ωB97M-V/def2-TZVPD.

CARTESIAN COORDINATES (ANGSTROEM)
H1 -1.5018 2.6605 0.8550
N1 -0.6776 2.0710 1.0598
C1 -0.7782 0.8737 0.4701
N2 -1.7563 0.4644 -0.4931
C2 0.1703 -0.2553 0.8712
C3 1.3231 -0.3749 -0.1720
C4 1.7250 -1.5401 -0.8451
H2 -2.1595 1.2388 -1.0727
H3 -1.7168 -0.5858 -0.9506
H4 -0.5927 -1.0914 1.0402
H5 0.4716 0.0654 1.8761
H6 1.7182 0.5946 -0.4192
H7 2.5038 -1.5682 -1.5775
H8 1.2709 -2.5526 -0.6422

SMILES string: [H]/N=C(\N)CC=C
Orbital gap in Eh: 0.3701
Energy above the lowest of the compared OMol25 structures with the same formula, charge and spin in kJ/mol: 167.1
Energy in eV: -7256.14379
Highest occupied orbital energy in Ha: -0.3380



> Which of these has the highest energy above the lowest of the compared OMol25 structures with the same formula, charge and spin?

C11H13ClO